1.
23
Properties=species:S:1:pos:R:3 method="wB97M-V/def2-TZVPD" homo_lumo_gap_ev="5.20 / 7.78" e_lumo_ev="-16.196 / -13.623" total_charge=+3 relative_energy_kcal_mol=0.00 spin_multiplicity=8 e_homo_ev="-21.399 / -21.407" energy_ha=-1505.39795 s_squared=15.935
Gd -0.068 -1.198 0.917
O -0.668 4.661 -0.795
C -0.438 3.587 -0.490
C 2.092 -0.921 -0.014
O 3.120 -0.970 -0.555
C -2.280 -2.260 -0.057
O -3.102 -2.897 -0.543
C 0.090 -0.021 -1.332
O 0.308 0.299 -2.429
C 0.985 0.991 6.535
C 0.822 0.768 5.057
C 1.818 1.161 4.170
C 1.725 0.910 2.821
N 0.633 0.246 2.346
C -0.397 -0.096 3.171
C -0.300 0.166 4.527
H 1.878 0.470 6.913
H 1.099 2.061 6.762
H 0.106 0.609 7.067
H 2.695 1.660 4.526
H 2.475 1.187 2.084
H -1.346 -0.514 2.736
H -1.098 -0.137 5.182



2.
20
Properties=species:S:1:pos:R:3 method="wB97M-V/def2-TZVPD" homo_lumo_gap_ev=7.92 e_lumo_ev=-0.821 relative_energy_kcal_mol=55.26 e_homo_ev=-8.745 energy_ha=-590.41486 smiles="O=Cc1c(O)ccc2ncccc12"
O 3.075 -1.745 0.015
C 1.802 -1.625 0.161
C 1.152 -0.319 -0.046
C 1.892 0.922 -0.187
O 3.289 0.755 -0.055
C 1.312 2.126 -0.057
C -0.046 2.038 0.090
C -0.952 0.945 0.219
N -2.276 1.127 0.167
C -3.077 0.021 -0.093
C -2.520 -1.378 -0.256
C -1.189 -1.480 0.012
C -0.298 -0.297 0.192
H 1.164 -2.539 0.661
H 3.414 -0.174 -0.115
H 2.066 2.980 -0.325
H -0.524 3.018 0.096
H -4.079 0.358 -0.081
H -3.199 -2.171 -0.375
H -1.005 -2.562 -0.022



3.
21
Properties=species:S:1:pos:R:3 method="wB97M-V/def2-TZVPD" homo_lumo_gap_ev=7.30 e_lumo_ev=-1.022 relative_energy_kcal_mol=76.24 e_homo_ev=-8.323 energy_ha=-665.59390
C -2.798 -1.918 -0.015
C 3.385 0.675 -0.957
C -3.145 -0.648 -0.344
C 2.002 1.030 -0.840
C -1.573 -1.926 0.644
C 3.664 0.042 0.237
C -1.977 0.130 -0.107
C 1.578 0.556 0.346
C -1.724 1.496 -0.150
C 0.322 0.867 0.965
N -1.073 -0.674 0.393
O -2.406 2.445 -0.455
O 2.609 -0.060 0.983
O -0.434 1.820 0.446
H -3.552 -2.715 0.120
H 4.030 0.715 -1.742
H -3.871 -0.273 -1.164
H 1.304 1.241 -1.636
H -0.900 -2.658 0.897
H 4.429 -0.649 0.327
H 0.129 0.503 2.050



4.
140
Properties=species:S:1:pos:R:3 method="wB97M-V/def2-TZVPD" homo_lumo_gap_ev=9.85 e_lumo_ev=0.162 e_homo_ev=-9.685 energy_ha=-3781.91120
C 13.891 6.508 14.785
O 12.662 6.489 14.925
N 14.546 7.454 14.149
N 14.690 5.506 15.316
H 15.507 7.688 14.465
H 14.077 8.298 13.907
H 14.410 5.118 16.240
H 15.688 5.679 15.107
C 8.786 12.914 12.969
O 9.677 13.588 12.373
N 7.785 12.513 12.191
N 8.844 12.620 14.258
H 7.767 12.850 11.278
H 7.029 11.928 12.534
H 8.274 11.862 14.718
H 9.733 12.823 14.661
C 11.920 12.577 20.873
O 11.069 11.705 20.814
N 11.625 13.840 20.482
N 13.205 12.284 21.078
H 10.638 14.027 20.476
H 12.237 14.583 20.708
H 13.251 11.478 21.683
H 14.024 12.937 20.985
C 15.970 9.489 10.752
O 15.303 9.332 9.719
N 15.410 10.146 11.844
N 17.291 9.179 10.685
H 14.738 10.776 11.435
H 16.142 10.717 12.318
H 17.964 9.439 11.402
H 17.587 8.330 10.201
C 11.488 9.339 11.848
O 10.463 9.882 12.344
N 12.116 8.228 12.275
N 12.188 9.928 10.790
H 13.089 8.144 12.037
H 11.619 7.545 12.883
H 13.128 9.658 10.453
H 11.865 10.705 10.254
C 8.131 9.535 15.688
O 7.356 10.512 15.481
N 8.388 9.041 16.947
N 8.707 8.831 14.574
H 7.694 9.187 17.669
H 9.202 8.462 17.153
H 9.416 8.210 14.979
H 8.800 9.211 13.680
C 17.350 7.251 17.311
O 17.410 6.810 16.170
N 17.476 8.537 17.709
N 17.330 6.448 18.459
H 17.274 9.173 16.978
H 17.247 8.793 18.702
H 16.919 6.818 19.310
H 17.103 5.469 18.347
C 11.220 11.698 16.731
O 11.549 10.681 16.077
N 11.925 12.834 16.548
N 10.260 11.637 17.652
H 11.390 13.697 16.777
H 12.510 12.881 15.723
H 9.609 10.883 17.439
H 9.782 12.497 17.954
C 14.364 12.726 9.236
O 14.521 12.420 10.438
N 14.288 14.074 8.855
N 14.061 11.779 8.314
H 14.484 14.488 7.944
H 14.281 14.742 9.617
H 14.317 10.832 8.492
H 13.962 12.138 7.382
C 13.982 8.963 19.462
O 15.121 8.475 19.514
N 13.453 9.395 18.300
N 13.109 9.055 20.474
H 14.073 9.283 17.466
H 12.491 9.553 18.110
H 12.345 9.709 20.641
H 13.627 8.643 21.240
O 13.695 15.505 11.446
H 13.246 14.662 11.671
H 12.981 16.130 11.351
O 20.368 8.641 12.143
H 20.188 7.785 11.801
H 20.318 8.560 13.102
O 10.922 8.185 16.791
H 11.476 7.604 16.198
H 11.236 9.034 16.450
O 18.234 13.880 15.784
H 18.673 13.181 16.309
H 17.713 14.432 16.425
O 16.495 12.612 14.068
H 16.766 13.128 13.291
H 17.087 13.016 14.711
O 15.285 15.954 15.553
H 15.536 16.710 16.120
H 15.592 16.290 14.712
O 18.868 8.950 14.972
H 18.334 9.472 14.317
H 18.396 8.124 15.226
O 10.649 15.505 10.697
H 10.118 14.906 11.214
H 10.246 16.278 10.324
O 14.287 14.510 18.850
H 13.955 14.742 17.986
H 13.721 13.823 19.180
O 12.216 13.192 12.415
H 12.692 12.553 11.847
H 11.244 13.105 12.316
O 15.884 10.818 16.291
H 16.442 11.414 15.726
H 15.082 10.905 15.759
O 11.009 15.114 14.439
H 11.952 15.259 14.527
H 10.873 14.524 13.676
O 16.094 15.916 12.737
H 16.670 15.215 12.391
H 15.240 15.677 12.332
O 13.637 13.894 14.707
H 13.449 13.607 13.813
H 14.598 13.839 14.852
O 17.349 13.180 10.803
H 16.545 12.752 11.065
H 18.117 12.825 11.298
O 19.338 11.702 12.803
H 19.978 11.949 13.526
H 19.730 10.864 12.452
O 13.616 10.707 14.139
H 13.222 10.848 13.299
H 12.829 10.669 14.710
O 16.566 12.080 18.662
H 16.040 12.876 18.859
H 16.183 11.587 17.925
O 19.168 11.928 17.394
H 18.396 12.014 18.019
H 18.992 11.025 17.049
O 9.970 14.895 16.991
H 10.230 15.228 16.104
H 9.225 15.422 17.257



5.
128
Properties=species:S:1:pos:R:3 method="wB97M-V/def2-TZVPD" homo_lumo_gap_ev=8.10 e_lumo_ev=-0.209 e_homo_ev=-8.305 energy_ha=-3304.53491
C -1.396 -0.219 -2.745
C -1.536 -0.503 -1.208
O -0.786 0.520 -0.515
B -0.242 0.074 0.696
O -1.000 -0.665 1.672
P 1.593 0.544 1.057
C 1.920 2.051 -0.007
C 3.355 2.159 -0.612
C 3.515 1.422 -1.993
C 4.475 0.168 -1.905
C 4.260 2.417 -2.962
C 2.594 -0.942 0.520
C 2.312 -2.177 1.442
C 2.208 -1.856 2.955
F 1.183 -2.841 0.970
H -1.422 -1.188 -3.252
H -2.242 0.416 -3.062
H -0.445 0.305 -2.959
H -2.594 -0.358 -0.911
H -1.181 -1.525 -0.980
H -0.892 -1.611 1.523
H 1.766 2.928 0.650
H 1.195 2.173 -0.837
H 4.164 1.884 0.095
H 3.519 3.234 -0.823
H 2.544 1.175 -2.462
H 3.891 -0.770 -1.944
H 5.246 0.216 -2.689
H 4.961 0.228 -0.914
H 4.344 1.947 -3.953
H 5.287 2.562 -2.583
H 3.770 3.405 -2.966
H 3.681 -0.779 0.515
H 2.278 -1.265 -0.493
H 3.188 -2.838 1.313
H 2.654 -0.887 3.229
H 1.175 -1.954 3.340
H 2.800 -2.617 3.491
O 1.014 -2.022 -4.120
H 0.937 -1.847 -3.178
H 1.065 -2.980 -4.178
O 6.222 1.579 -5.592
H 5.631 1.684 -6.341
H 7.105 1.575 -5.992
O -1.844 -2.495 4.070
H -2.331 -2.013 4.750
H -1.383 -1.807 3.583
O -3.227 -2.288 -3.716
H -3.437 -3.172 -4.038
H -4.002 -1.757 -3.932
O -5.878 -0.536 -4.561
H -6.630 -0.716 -3.976
H -5.778 0.421 -4.530
O -8.170 -1.520 -3.099
H -8.132 -1.338 -2.155
H -8.179 -2.484 -3.157
O -6.767 -4.309 -2.572
H -6.156 -4.090 -1.865
H -6.193 -4.532 -3.318
O 7.333 1.430 -1.336
H 7.639 1.157 -2.206
H 7.934 2.143 -1.091
O 3.874 -2.527 5.620
H 3.432 -3.371 5.770
H 4.118 -2.228 6.508
O 0.873 -2.500 6.339
H 0.322 -2.353 5.563
H 1.780 -2.511 5.995
O 2.204 1.676 -5.485
H 2.116 1.870 -4.546
H 2.269 0.714 -5.516
O 3.179 -0.736 7.569
H 2.352 -0.967 8.005
H 3.212 0.223 7.618
O -4.770 1.448 -2.954
H -4.629 2.126 -2.277
H -4.519 0.623 -2.523
O -4.042 3.937 -1.314
H -3.115 4.088 -1.525
H -4.298 4.710 -0.804
O 3.041 3.618 2.922
H 2.882 2.731 2.579
H 2.258 4.110 2.654
O -2.506 1.771 2.797
H -3.255 1.260 2.473
H -1.754 1.374 2.346
O -4.237 -5.475 -3.404
H -4.192 -5.302 -2.459
H -4.239 -6.435 -3.464
O 2.378 1.168 -8.494
H 2.281 1.364 -7.554
H 2.441 0.210 -8.531
O -0.487 -4.140 8.488
H -0.977 -3.650 9.155
H 0.025 -3.461 8.027
O 6.250 4.014 -0.314
H 6.157 4.200 0.626
H 6.299 3.051 -0.363
O -3.072 -5.951 9.087
H -2.568 -6.611 9.569
H -2.441 -5.235 8.960
O 1.739 4.757 -4.474
H 1.580 3.860 -4.783
H 0.944 5.238 -4.733
O -4.199 -1.190 5.290
H -4.346 -2.084 4.960
H -4.996 -0.716 5.037
O -6.793 0.589 -1.136
H -7.123 1.116 -0.399
H -6.322 1.229 -1.698
O 7.831 2.119 -7.784
H 7.250 2.226 -8.543
H 8.715 2.108 -8.164
O -7.884 -0.152 2.009
H -8.720 -0.581 1.807
H -7.244 -0.614 1.458
O -0.997 6.114 -3.577
H -0.286 5.899 -2.962
H -1.413 6.889 -3.190
O -3.962 2.838 1.500
H -3.297 3.066 2.158
H -3.451 2.576 0.729
O -0.391 4.025 2.459
H -0.809 3.175 2.637
H -0.115 4.333 3.328
O -0.680 -6.128 10.875
H -0.211 -5.897 11.681
H 0.020 -6.313 10.240



6.
28
Properties=species:S:1:pos:R:3 method="wB97M-V/def2-TZVPD" homo_lumo_gap_ev=6.84 e_lumo_ev=-8.909 total_charge=+2 relative_energy_kcal_mol=0.00 e_homo_ev=-15.747 energy_ha=-1243.43109
O -0.831 2.432 -2.702
C -0.653 1.336 -2.385
Al -0.126 -0.480 -1.673
O -3.199 -0.729 -0.545
C -2.165 -0.692 -1.019
C 0.059 -2.438 -1.330
O 0.298 -3.530 -1.120
C 1.592 -0.459 -2.745
O 2.333 -1.404 -2.844
C -0.865 -1.134 -3.677
O -1.191 -1.465 -4.735
H 1.863 0.581 -3.116
C -0.924 -0.966 3.519
N -0.278 -0.196 2.455
C 0.309 0.995 2.732
C 0.875 1.734 1.742
C 0.840 1.309 0.414
N 0.216 0.128 0.142
C -0.338 -0.660 1.158
O -0.881 -1.748 0.884
N 1.389 2.083 -0.542
H -1.995 -1.108 3.309
H -0.842 -0.442 4.479
H -0.465 -1.955 3.630
H 0.311 1.334 3.771
H 1.352 2.667 1.963
H 1.785 2.962 -0.242
H 1.532 1.847 -1.522



7.
34
Properties=species:S:1:pos:R:3 method="wB97M-V/def2-TZVPD" homo_lumo_gap_ev="9.52 / 4.34" e_lumo_ev="-2.474 / -7.651" total_charge=+1 relative_energy_kcal_mol=0.00 spin_multiplicity=3 e_homo_ev="-11.990 / -11.990" energy_ha=-2687.49346 s_squared=2.042
Au -0.652 0.384 -1.051
C 3.478 0.383 0.802
C 1.943 0.295 0.829
O 1.529 0.391 -0.484
C 1.536 -1.064 1.446
F 0.197 -1.209 1.514
F 1.999 -2.060 0.683
F 2.018 -1.221 2.676
C 1.398 1.471 1.674
F 0.057 1.444 1.785
F 1.709 2.637 1.075
F 1.902 1.495 2.902
H 3.869 -0.445 0.218
H 3.873 0.337 1.815
H 3.769 1.320 0.335
N -0.682 2.392 -0.903
C -0.524 3.515 -0.717
N -0.394 4.812 -0.616
C 0.072 5.342 0.460
N 0.451 5.848 1.452
Cl -3.770 0.806 -2.212
C -4.653 0.371 -0.746
Cl -3.539 -0.009 0.590
H -5.253 -0.507 -0.950
H -5.262 1.210 -0.435
I 1.024 -5.365 -2.387
C -0.036 -3.739 -1.707
C -1.194 -3.745 -0.958
N -1.528 -2.468 -0.729
N -0.645 -1.634 -1.300
C 0.276 -2.392 -1.889
H -1.785 -4.561 -0.578
H -2.301 -2.091 -0.199
H 1.116 -1.942 -2.392



8.
24
Properties=species:S:1:pos:R:3 method="wB97M-V/def2-TZVPD" homo_lumo_gap_ev=8.79 e_lumo_ev=0.299 e_homo_ev=-8.488 energy_ha=-1079.24894
Au 0.865 0.050 0.518
I -1.617 -0.515 9.106
C -0.903 -0.271 7.163
C 0.263 0.455 6.950
C 0.746 0.593 5.656
C 0.064 0.028 4.586
C -1.108 -0.681 4.816
C -1.596 -0.844 6.106
C 0.614 0.154 3.193
O 1.800 0.407 2.991
O -0.268 -0.037 2.249
H 0.788 0.905 7.782
H 1.664 1.135 5.462
H -1.640 -1.102 3.973
H -2.504 -1.404 6.283
N 2.382 0.067 -2.198
C 3.633 0.118 -2.688
C 4.486 0.175 -1.612
C 3.652 0.152 -0.484
N 2.379 0.084 -0.858
H 1.510 0.004 -2.693
H 3.816 0.110 -3.750
H 5.561 0.228 -1.634
H 3.891 0.188 0.569



9.
29
Properties=species:S:1:pos:R:3 method="wB97M-V/def2-TZVPD" homo_lumo_gap_ev=8.06 e_lumo_ev=2.797 total_charge=-1 relative_energy_kcal_mol=0.00 e_homo_ev=-5.260 energy_ha=-1192.17053
Au 0.929 0.154 -0.467
O 3.551 -3.352 3.805
C 2.338 -3.005 4.322
O 1.907 -3.432 5.388
C 1.394 -2.176 3.521
C 0.167 -1.640 4.020
N -0.538 -1.070 3.011
N 0.216 -1.096 1.838
C 1.402 -1.635 2.148
C 2.473 -1.705 1.176
O 3.413 -2.529 1.412
O 2.565 -0.892 0.192
H 3.737 -2.985 2.903
H -0.115 -1.807 5.093
H -1.508 -0.688 2.997
C -1.232 2.352 -4.906
N -1.266 2.205 -3.424
C -2.372 2.663 -2.767
C -2.733 2.164 -1.564
C -1.852 1.265 -0.872
O -2.046 0.727 0.227
N -0.599 1.100 -1.486
C -0.258 1.430 -2.777
O 0.732 1.018 -3.390
H -1.090 3.411 -5.186
H -2.104 1.934 -5.386
H -0.309 1.883 -5.244
H -3.052 3.324 -3.352
H -3.752 2.383 -1.230



10.
22
Properties=species:S:1:pos:R:3 method="wB97M-V/def2-TZVPD" homo_lumo_gap_ev="8.09 / 6.24" e_lumo_ev="-1.329 / -1.568" relative_energy_kcal_mol=72.54 e_homo_ev="-9.419 / -7.804" energy_ha=-3164.91189
C -0.587 -2.095 2.002
C -1.211 -0.850 2.001
C 0.558 -2.303 1.237
C -0.708 0.175 1.243
C 1.062 -1.297 0.445
C 0.426 -0.029 0.416
C -0.587 2.528 -3.297
C -0.698 1.680 -4.289
C 1.717 0.852 -1.572
C 0.820 1.001 -0.441
N 1.540 1.802 -2.553
O 2.582 0.010 -1.731
O 0.533 2.755 -2.525
Br -2.133 1.226 -5.329
H -0.993 -2.896 2.599
H -2.098 -0.689 2.595
H 1.044 -3.268 1.260
H -1.188 1.144 1.235
H 1.943 -1.438 -0.162
H -1.339 3.255 -2.984
H 0.296 1.943 -0.384
H 1.988 1.658 -3.451



11.
22
Properties=species:S:1:pos:R:3 method="wB97M-V/def2-TZVPD" homo_lumo_gap_ev="7.32 / 7.32" e_lumo_ev="0.167 / 0.167" relative_energy_kcal_mol=97.95 e_homo_ev="-7.152 / -7.153" energy_ha=-3164.87140
C 1.431 -0.033 0.539
C -0.467 -1.536 0.511
C 2.219 -1.037 0.060
C 0.217 -2.330 -0.410
C 0.127 -0.319 0.930
C 1.585 -2.147 -0.517
C -2.380 1.561 0.194
C -0.730 0.464 1.868
C -1.364 2.719 0.036
C -0.818 1.573 -0.888
N -1.877 0.827 -0.958
O -1.791 1.076 1.610
O 2.327 -2.982 -1.328
Br 0.792 1.288 -1.819
H 1.918 0.812 0.977
H -1.606 -1.738 0.716
H 3.192 -0.843 -0.020
H -0.111 -3.306 -0.755
H -3.430 1.690 0.409
H -1.665 3.703 -0.551
H -0.755 3.164 0.875
H 3.185 -2.604 -1.479